Entry 1:
{"formula": "C29H52O25S7", "method": "the ωB97M-V functional and the def2-TZVPD basis", "species": ["C", "C", "O", "S", "O", "O", "O", "H", "H", "H", "H", "C", "C", "O", "S", "O", "O", "O", "H", "H", "H", "H", "C", "C", "O", "S", "O", "O", "O", "H", "H", "H", "H", "C", "C", "O", "S", "O", "O", "O", "H", "H", "H", "H", "O", "S", "O", "O", "C", "C", "C", "H", "H", "H", "H", "H", "H", "H", "H", "O", "S", "O", "O", "C", "C", "C", "H", "H", "H", "H", "H", "H", "H", "H", "O", "S", "O", "O", "C", "C", "C", "H", "H", "H", "H", "H", "H", "H", "H", "C", "C", "C", "C", "C", "C", "H", "H", "H", "H", "H", "H", "C", "C", "C", "C", "C", "C", "H", "H", "H", "H", "H", "H"], "coordinates": [[7.701, 0.639, 0.696], [7.068, 0.615, 2.058], [6.668, 2.013, 2.241], [6.104, 2.563, 0.756], [6.642, 3.864, 0.405], [4.710, 2.355, 0.632], [6.932, 1.481, -0.147], [7.869, -0.358, 0.296], [8.651, 1.172, 0.801], [7.703, 0.430, 2.919], [6.161, 0.007, 2.052], [0.096, -6.898, -0.845], [-1.115, -6.584, -1.691], [-0.684, -5.528, -2.546], [0.582, -4.652, -1.923], [0.200, -3.382, -1.367], [1.685, -4.658, -2.844], [0.798, -5.673, -0.678], [0.672, -7.679, -1.343], [-0.135, -7.168, 0.184], [-1.978, -6.210, -1.133], [-1.548, -7.386, -2.287], [-3.917, -1.477, -3.101], [-2.978, -2.512, -3.702], [-3.620, -3.709, -3.293], [-3.880, -3.599, -1.684], [-2.664, -3.813, -0.942], [-5.042, -4.390, -1.326], [-4.230, -2.000, -1.808], [-4.890, -1.573, -3.592], [-3.608, -0.445, -2.961], [-1.997, -2.474, -3.222], [-2.896, -2.368, -4.776], [-7.967, -2.517, 1.746], [-7.671, -3.768, 0.874], [-6.306, -4.060, 1.046], [-5.680, -3.444, 2.401], [-4.509, -2.647, 2.222], [-5.669, -4.487, 3.376], [-6.968, -2.457, 2.755], [-8.927, -2.592, 2.249], [-7.826, -1.644, 1.109], [-8.018, -3.567, -0.138], [-8.207, -4.657, 1.214], [-4.344, 6.278, 1.870], [-3.593, 5.137, 1.434], [-4.115, 4.225, 0.447], [-2.121, 5.707, 1.014], [-1.230, 4.858, 0.266], [0.170, 5.300, 0.672], [-3.164, 4.265, 2.958], [-1.329, 4.857, -0.823], [-1.426, 3.798, 0.452], [0.246, 6.336, 0.340], [0.892, 4.645, 0.188], [0.277, 5.316, 1.755], [-2.602, 5.026, 3.496], [-2.434, 3.516, 2.648], [-4.059, 3.901, 3.448], [2.664, -2.793, 0.226], [3.545, -1.855, 0.863], [4.492, -2.329, 1.860], [4.419, -1.111, -0.264], [3.896, -1.011, -1.592], [4.856, -0.241, -2.469], [2.591, -0.479, 1.565], [2.861, -0.666, -1.541], [3.737, -2.004, -2.024], [4.576, -0.191, -3.517], [5.838, -0.697, -2.329], [4.988, 0.746, -2.021], [3.162, 0.357, 1.968], [1.861, -0.824, 2.292], [2.062, -0.040, 0.718], [-2.114, 1.326, 1.207], [-1.687, 0.463, 0.147], [-2.378, 0.404, -1.137], [-0.124, 0.842, -0.125], [0.373, 0.941, -1.443], [1.452, 1.971, -1.557], [-1.581, -1.252, 0.729], [-0.387, 1.089, -2.212], [0.766, -0.053, -1.692], [1.882, 2.069, -2.554], [2.256, 1.843, -0.830], [1.042, 2.966, -1.358], [-0.887, -1.299, 1.566], [-1.205, -1.899, -0.063], [-2.578, -1.585, 1.012], [0.786, 5.937, -2.828], [2.016, 5.598, -3.358], [2.999, 6.571, -3.413], [2.686, 7.860, -3.053], [1.432, 8.250, -2.549], [0.493, 7.250, -2.405], [0.053, 5.153, -2.685], [2.366, 4.615, -3.649], [4.003, 6.433, -3.789], [3.476, 8.584, -3.217], [1.135, 9.244, -2.245], [-0.440, 7.369, -1.868], [0.849, -3.657, 2.830], [1.396, -2.829, 3.801], [0.579, -2.164, 4.721], [-0.770, -2.307, 4.618], [-1.361, -3.146, 3.660], [-0.544, -3.868, 2.802], [1.449, -4.142, 2.075], [2.474, -2.730, 3.833], [0.913, -1.508, 5.514], [-1.425, -1.731, 5.260], [-2.437, -3.041, 3.723], [-0.986, -4.361, 1.944]], "lowdin_charge": [-0.1892, -0.1406, -0.2041, 0.6766, -0.2370, -0.2356, -0.2001, 0.1404, 0.1340, 0.1404, 0.1145, -0.1613, -0.1750, -0.2060, 0.6694, -0.2535, -0.2302, -0.1929, 0.1331, 0.1393, 0.1132, 0.1376, -0.1577, -0.1656, -0.1918, 0.6925, -0.2425, -0.2308, -0.2084, 0.1338, 0.1176, 0.1243, 0.1410, -0.1599, -0.1701, -0.2133, 0.6692, -0.2295, -0.2240, -0.1949, 0.1325, 0.1292, 0.1334, 0.1305, -0.2890, 0.6127, -0.2803, -0.2592, -0.2745, -0.0490, -0.0999, 0.1069, 0.0920, 0.0698, 0.0680, 0.0821, 0.0676, 0.0453, 0.0756, -0.2776, 0.6146, -0.2962, -0.2576, -0.2705, -0.0452, -0.0757, 0.0929, 0.1198, 0.0858, 0.0837, 0.0664, 0.0714, 0.0499, 0.0405, -0.2715, 0.6591, -0.3015, -0.2516, -0.2971, -0.0548, -0.0835, 0.1165, 0.1109, 0.0869, 0.0696, 0.0590, 0.0604, 0.0422, 0.0556, -0.1006, -0.0960, -0.1045, -0.0978, -0.0747, -0.0998, 0.0861, 0.0957, 0.1034, 0.0989, 0.1017, 0.1007, -0.0800, -0.1083, -0.0978, -0.1078, -0.0865, -0.0767, 0.0923, 0.0970, 0.1037, 0.1036, 0.0885, 0.1001], "e_tot_ev": -157943.849, "smiles": "CCOS(C)(=O)=O.CCOS(C)(=O)=O.CCOS(C)(=O)=O.O=S1(=O)OCCO1.O=S1(=O)OCCO1.O=S1(=O)OCCO1.O=S1(=O)OCCO1.c1ccccc1.c1ccccc1", "largest_force_ev_per_a": 2.6}



Entry 2:
{"formula": "C7H12", "method": "the ωB97M-V functional and the def2-TZVPD basis", "species": ["C", "C", "C", "C", "C", "C", "C", "H", "H", "H", "H", "H", "H", "H", "H", "H", "H", "H", "H"], "coordinates": [[-0.876, 1.095, 2.010], [-0.455, -0.075, 1.148], [0.692, 0.276, 0.162], [1.550, -0.812, -0.605], [0.708, -0.589, -1.893], [-0.711, -0.792, -1.416], [0.013, 0.517, -1.166], [-1.794, 0.824, 2.541], [-1.113, 1.947, 1.358], [-0.117, 1.404, 2.729], [-0.252, -0.988, 1.721], [-1.388, -0.273, 0.568], [1.343, 1.068, 0.561], [1.595, -1.827, -0.191], [2.578, -0.450, -0.741], [1.108, -0.625, -2.902], [-1.753, -0.625, -1.700], [-0.742, -1.516, -0.609], [-0.386, 1.441, -1.577]], "lowdin_charge": [-0.1186, -0.2530, -0.2491, -0.0899, -0.1875, -0.1135, -0.2293, 0.0718, 0.0788, 0.0683, 0.1140, 0.0955, 0.1359, 0.1061, 0.1086, 0.1214, 0.1145, 0.0861, 0.1400], "e_tot_ev": -7450.757, "de_lowest_kcal_mol": 61.7, "smiles": "CC[C@H]1C[C@H]2C[C@@H]12", "largest_force_ev_per_a": 1.8}



Which formula does entry 2 have?
C7H12